Entry 1:
Density functional theory data (ωB97M-V/def2-TZVPD) for an isolated molecule of C4H11N3.

```
18
Properties=species:S:1:pos:R:3:forces:R:3
H -1.0544 2.6431 1.8096 0.002 -0.061 -0.279
N -0.8246 1.6951 1.5261 0.172 -0.278 0.320
C -1.0369 1.4435 0.3016 0.166 -1.063 -0.830
N -1.6037 2.3168 -0.6189 -0.081 -0.199 -0.082
N -0.6929 0.1601 -0.2654 -0.769 2.550 0.367
C -0.3032 -0.8796 0.6280 1.234 -1.553 -0.650
C 0.7034 -1.8500 -0.1411 -0.880 0.889 1.048
C 2.0042 -1.1444 -0.4848 -0.134 -0.121 -0.024
H -1.4435 2.1324 -1.5967 0.109 0.062 0.089
H -1.5979 3.2941 -0.3664 0.023 -0.218 -0.050
H -1.2938 -0.1277 -1.0248 -0.014 0.101 0.083
H -1.1615 -1.4572 0.9953 0.111 0.076 0.094
H 0.2086 -0.4137 1.4702 -0.109 -0.138 -0.008
H 0.8874 -2.6981 0.5194 0.025 -0.126 -0.080
H 0.2198 -2.2219 -1.0470 -0.067 -0.063 0.014
H 2.4949 -0.7928 0.4199 0.094 0.050 0.081
H 1.8088 -0.2835 -1.1198 0.049 0.076 -0.052
H 2.6852 -1.8162 -1.0055 0.069 0.013 -0.042
```
Positions in Å, forces in eV/Å.

Results
Charge: 0
HOMO energy, hartree: -0.32577
Energy relative to the best compared isomer or geometry (same formula, charge and spin), kcal/mol: 15.3
Structure (SMILES): [H]/N=C(\N)NCCC
Gap between HOMO and LUMO, eV: 9.788

Entry 2:
Density functional theory data (ωB97M-V/def2-TZVPD) for a cluster of 11 separate species, C15H40O17 in total.

```
72
Properties=species:S:1:pos:R:3:forces:R:3
O -0.1934 -1.9842 -3.4413 1.657 2.407 -0.575
C 0.5420 -1.0356 -3.6994 -0.719 -0.962 0.228
O 1.5996 -1.0533 -4.5295 -0.637 -3.078 -1.057
C 2.4815 -0.0191 -4.3100 1.395 0.892 -0.640
C 1.6390 0.9098 -3.5276 0.462 2.396 1.161
O 0.4645 0.2229 -3.2281 -1.691 -1.375 0.955
H 3.4157 -0.3649 -3.8675 -0.272 -0.117 0.472
H 2.7728 0.4954 -5.2258 -0.153 -0.478 -0.391
H 1.3808 1.7866 -4.1216 -0.063 0.110 0.255
H 2.0757 1.2102 -2.5752 0.127 0.216 -0.142
O -5.7887 -0.5736 4.5474 1.441 1.365 -1.129
C -4.9499 0.0436 3.9066 -3.028 -1.878 3.571
O -4.4521 -0.3997 2.7884 -0.377 -1.307 -0.989
C -3.4369 0.4284 2.3812 1.439 1.763 -0.836
C -3.5946 1.6609 3.2489 0.311 0.922 -0.273
O -4.3984 1.1924 4.3136 -0.073 0.172 0.059
H -2.4563 0.0074 2.6032 -0.022 -0.434 -0.536
H -3.6087 0.7295 1.3477 0.586 -0.516 -0.098
H -4.1069 2.4527 2.7023 -0.166 0.097 0.171
H -2.6560 2.0663 3.6268 -0.080 -0.145 0.052
O -0.8435 1.7905 0.6101 0.579 -3.234 -0.920
C -0.5463 0.6122 0.3390 0.839 2.179 1.501
O -1.3561 -0.3645 0.0861 -0.721 -1.267 -0.189
C -0.6717 -1.6685 0.2613 1.111 1.043 -0.686
C 0.8592 -1.2444 0.1545 -2.177 -1.701 0.314
O 0.7337 0.1423 0.4277 0.956 1.044 -0.171
H -0.9327 -2.0123 1.2622 -0.072 -0.253 -0.328
H -0.9827 -2.2949 -0.5747 -0.107 -0.075 0.410
H 1.3075 -1.5940 -0.7756 -0.282 1.204 -0.724
H 1.4942 -1.8052 0.8403 -0.356 0.672 0.813
C 0.5792 5.7396 -0.8546 -1.098 -0.214 -0.121
C -0.5391 4.6751 -0.8986 0.865 2.338 0.650
O 0.0724 3.5150 -1.2812 -0.032 -1.653 -0.806
H 0.1374 6.6462 -0.4411 0.481 0.208 0.185
H 0.9382 5.9521 -1.8615 -0.050 -0.017 -0.051
H 1.4138 5.3289 -0.2863 -0.104 0.322 0.229
H -1.3518 5.0229 -1.5363 -0.139 -0.169 -0.420
H -0.9668 4.5428 0.0952 -0.083 0.198 0.266
H -0.3713 2.8768 -0.7178 0.335 -0.812 -0.149
C -2.7023 1.3976 -2.6357 0.068 -0.214 1.183
C -3.2763 0.1487 -3.2914 0.028 1.062 0.092
O -4.4716 0.5589 -3.9469 -0.164 -0.620 -0.410
H -2.5248 2.2476 -3.2946 0.101 -0.286 -0.449
H -1.7836 1.2088 -2.0802 0.102 -0.053 -0.204
H -3.4219 1.7634 -1.9034 -0.126 0.001 0.089
H -3.5886 -0.6152 -2.5793 0.117 0.166 0.180
H -2.5274 -0.3128 -3.9350 -0.151 -0.064 -0.416
H -4.2568 1.2966 -4.5224 0.017 0.036 -0.074
C -0.5688 -2.2473 4.3278 0.973 0.503 0.484
C 0.9461 -2.5169 4.3298 0.083 -0.018 0.814
O 1.3572 -3.6765 3.6443 -0.459 -0.169 -0.976
H -0.6064 -1.3939 5.0048 -0.658 0.126 0.062
H -1.1762 -3.0494 4.7473 0.171 -0.100 0.032
H -1.0030 -1.9500 3.3733 0.268 -0.077 -0.075
H 1.3320 -2.7552 5.3209 -0.590 0.814 0.714
H 1.5136 -1.6378 4.0245 -0.036 -0.103 -0.516
H 0.7050 -4.2848 3.9996 0.270 -0.890 -0.458
O 3.8764 -1.9517 1.1430 0.151 0.059 -0.141
H 4.5627 -2.3960 1.6409 0.313 -0.255 0.007
H 3.6507 -1.1881 1.6741 -0.216 0.827 0.497
O 4.3460 -0.6917 -1.3311 -0.018 0.845 -0.350
H 4.0872 -0.8996 -0.4333 0.174 -0.328 0.295
H 4.1067 -1.4689 -1.8359 -0.080 -0.518 -0.226
O 3.3875 -3.0846 -2.7396 0.163 0.206 0.186
H 3.5033 -3.3755 -3.6441 0.058 -0.035 -0.280
H 2.5527 -3.4671 -2.4695 -0.297 -0.165 0.105
O 3.1231 0.6399 2.2767 0.336 -0.514 0.258
H 2.1702 0.5648 2.3274 -0.381 0.144 -0.081
H 3.2836 1.1117 1.4594 0.018 0.292 -0.307
O 2.4936 -4.2092 1.0066 -0.360 -0.688 -0.611
H 2.8876 -3.4207 0.6335 0.262 0.111 0.068
H 2.3191 -3.9814 1.9198 -0.220 0.046 0.451
```
Positions in Å, forces in eV/Å.

Results
Charge: 0
HOMO energy, hartree: -0.36256
Energy relative to the best compared isomer or geometry (same formula, charge and spin), kcal/mol: 31.5
Structure (SMILES): O=C1OCCO1.O=C1OCCO1.O=C1OCCO1.CCO.CCO.CCO.O.O.O.O.O
Gap between HOMO and LUMO, eV: 9.874

Entry 3:
Density functional theory data (ωB97M-V/def2-TZVPD) for a structure of composition C15H11ClN4O7S3Ti.

```
42
Properties=species:S:1:pos:R:3:forces:R:3
Ti 0.7555 0.5148 -1.3671 1.063 -1.139 -0.092
N 4.7126 1.7342 -3.3898 0.018 -0.009 -0.059
C 3.5815 1.0902 -2.8479 0.066 -0.021 -0.197
S 2.2857 1.0250 -4.0541 0.109 -0.388 0.187
N 3.6872 0.6375 -1.6607 -0.204 -0.064 0.125
N 2.5829 -0.0421 -1.1320 0.232 0.230 0.929
C 2.9215 -1.0279 -0.2341 -0.188 -0.072 -0.495
C 2.0224 -2.0423 0.1516 0.029 -0.082 -0.166
C 2.4273 -3.0824 1.0387 -0.023 0.061 -0.032
C 1.6106 -4.1390 1.3715 -0.105 -0.009 -0.069
C 0.3213 -4.2468 0.8256 0.160 0.023 0.042
C -0.1114 -3.2466 -0.0361 -0.164 -0.051 0.074
C 0.6804 -2.1545 -0.3529 0.171 0.260 -0.186
O 0.1840 -1.1836 -1.1578 -0.490 -1.407 0.920
H 4.4604 2.4425 -4.0654 -0.025 0.071 0.082
H 5.2678 2.1282 -2.6421 0.017 -0.051 -0.008
H 3.9538 -1.0700 0.0890 0.054 0.046 -0.019
H 3.4272 -3.0216 1.4592 -0.009 -0.024 -0.014
H 1.9723 -4.8979 2.0590 0.006 0.009 -0.012
H -0.3271 -5.0781 1.0749 0.010 0.005 0.016
H -1.1044 -3.2870 -0.4755 0.034 0.025 0.005
O -0.5936 4.0412 -2.0993 -0.066 -0.057 -0.035
Cl -0.0679 2.7398 -2.4567 -0.279 0.914 -0.157
O 1.2510 2.5364 -1.7326 -0.439 0.614 -0.208
O 1.0264 0.3583 -3.3405 0.044 0.341 -0.715
O -0.9303 1.6618 -1.8054 -0.138 0.712 -0.416
O -3.1253 4.2468 2.3065 -0.125 0.249 0.021
S -2.5212 3.0536 2.8342 0.205 -0.265 -0.319
O -2.5903 2.8578 4.2601 -0.039 0.077 0.231
N -0.9920 2.8733 2.2962 -0.048 0.130 0.152
C -0.8413 1.7962 1.5647 -0.312 -0.255 0.228
S 0.6688 1.2493 1.0409 0.195 0.042 0.303
C -2.1295 1.0156 1.3687 0.482 0.209 -0.156
C -2.3374 -0.1691 0.6925 -0.102 -0.252 -0.157
C -3.6193 -0.7132 0.6941 0.220 -0.009 -0.046
C -4.6647 -0.0882 1.3640 -0.114 -0.008 0.024
C -4.4511 1.0995 2.0490 0.103 0.109 0.011
C -3.1717 1.6228 2.0246 -0.386 0.066 0.209
H -1.5209 -0.6540 0.1745 0.015 -0.039 0.009
H -3.7993 -1.6439 0.1697 0.010 0.008 -0.006
H -5.6521 -0.5357 1.3579 0.002 0.005 -0.011
H -5.2496 1.5993 2.5829 0.011 -0.005 0.007
```
Positions in Å, forces in eV/Å.

Results
Charge: -2
HOMO energy (alpha / beta), hartree: 0.02055 / 0.02066
Energy relative to the best compared isomer or geometry (same formula, charge and spin), kcal/mol: 0.0
Gap between HOMO and LUMO (alpha / beta), eV: 3.944 / 3.941

Entry 4:
Density functional theory data (ωB97M-V/def2-TZVPD) for a cluster of 2 separate species, C4H8O3 in total.

```
15
Properties=species:S:1:pos:R:3:forces:R:3
C 0.8056 1.7171 -0.5318 -0.455 -0.102 0.217
C 0.7362 0.4147 -0.3085 0.245 0.352 -0.535
C 1.8201 -0.4360 0.2803 -0.080 -0.037 -0.044
O -0.2896 -0.4046 -0.7340 -0.452 -0.438 0.458
O -1.3135 0.2511 -1.4329 -0.419 0.908 -0.617
H 1.6828 2.2657 -0.2538 0.255 0.074 0.230
H -0.0192 2.2614 -0.9520 -0.088 0.021 -0.250
H 1.4411 -1.4251 0.5306 -0.014 -0.016 0.055
H 2.6245 -0.5621 -0.4429 0.043 -0.038 0.016
H 2.2181 0.0316 1.1770 0.052 -0.012 0.015
H -2.0655 0.4226 -0.7869 1.172 -0.472 -0.279
C -1.8833 -1.1276 0.8395 -0.572 -0.164 0.730
O -2.6803 -0.2225 0.7074 0.266 -0.328 0.232
H -1.9757 -2.0785 0.2939 0.039 0.119 -0.216
H -1.1011 -1.1077 1.6141 0.009 0.135 -0.012
```
Positions in Å, forces in eV/Å.

Results
Charge: 0
HOMO energy, hartree: -0.33758
Energy relative to the best compared isomer or geometry (same formula, charge and spin), kcal/mol: 119.6
Structure (SMILES): C=C(C)OO.C=O
Gap between HOMO and LUMO, eV: 9.939

Entry 5:
Density functional theory data (ωB97M-V/def2-TZVPD) for an isolated molecule of C7H10O3.

```
20
Properties=species:S:1:pos:R:3:forces:R:3
C 0.6921 -0.4870 -2.0250 -0.247 0.291 0.318
C 0.4722 0.4694 -0.8576 0.133 -0.102 0.076
O -0.6957 1.2932 -1.1534 0.344 0.452 -0.180
C -1.7443 0.8103 -0.4261 0.458 -1.334 1.927
C -1.3491 -0.0820 0.5309 -2.085 -0.145 -3.139
C 0.1281 -0.2228 0.4655 -1.083 1.725 2.745
C 0.7561 -1.5448 0.8214 -0.099 -0.057 0.080
C -0.0278 0.8383 1.8478 4.281 -0.752 -1.755
O 0.0588 0.4670 2.9764 -0.974 -0.353 -0.043
O 0.1348 2.1393 1.5361 -0.652 0.283 0.183
H 1.5514 -1.1175 -1.8495 0.241 -0.214 0.072
H 0.8689 0.0880 -2.9273 -0.015 0.101 -0.124
H -0.1908 -1.1049 -2.1719 -0.048 -0.106 -0.003
H 1.3278 1.1452 -0.7706 -0.094 0.008 0.024
H -2.6809 1.3266 -0.5412 -0.128 -0.113 -0.243
H -1.9785 -0.6746 1.1671 -0.175 0.144 0.242
H 0.3821 -1.8944 1.7870 0.055 0.198 -0.039
H 1.8415 -1.4459 0.9018 -0.070 -0.158 -0.109
H 0.4853 -2.3182 0.0884 0.215 0.246 0.066
H -0.0321 2.3147 0.6004 -0.059 -0.116 -0.100
```
Positions in Å, forces in eV/Å.

Results
Charge: 0
HOMO energy, hartree: -0.30149
Energy relative to the best compared isomer or geometry (same formula, charge and spin), kcal/mol: 30.0
Structure (SMILES): C[C@H]1OC=C[C@]1(C)C(=O)O
Gap between HOMO and LUMO, eV: 8.955

Entry 6:
Density functional theory data (ωB97M-V/def2-TZVPD) for a cluster of 2 separate species, C4H9NO3 in total.

```
17
Properties=species:S:1:pos:R:3:forces:R:3
C -0.5577 -0.5739 -1.2761 -0.549 -2.091 -1.444
N -0.5547 0.5870 -0.4513 0.296 4.175 -0.695
C -1.1716 1.7757 -0.9079 -0.440 1.438 5.272
O -1.4380 2.7630 -0.1334 1.519 -3.345 -2.554
C -0.2456 0.5553 0.9601 -1.436 -3.190 0.417
C 1.1228 0.9709 1.3806 2.623 -3.740 1.855
O 1.9262 0.2229 1.9755 -2.119 1.096 -1.344
H -0.0910 -1.4978 -0.8305 -0.991 1.351 0.235
H -1.6433 -0.6796 -1.4942 0.750 -1.006 -0.280
H 0.0069 -0.6385 -2.2538 -0.433 1.230 0.900
H -1.6132 1.7781 -1.8559 -0.187 -0.342 -1.893
H -0.4988 -0.6552 1.1630 0.970 3.447 0.554
H -0.8975 1.2848 1.5081 -0.036 -0.892 -0.506
H 1.4918 1.9439 1.2611 -0.106 2.008 -0.723
O 1.6803 -2.7119 0.0696 -1.242 -1.357 -2.016
H 0.7208 -2.8936 0.0327 0.843 -0.227 0.020
H 1.7626 -2.2311 0.8524 0.539 1.445 2.202
```
Positions in Å, forces in eV/Å.

Results
Charge: 0
HOMO energy, hartree: -0.35585
Energy relative to the best compared isomer or geometry (same formula, charge and spin), kcal/mol: 73.1
Structure (SMILES): CN(C=O)CC=O.O
Gap between HOMO and LUMO, eV: 10.202

Entry 7:
Density functional theory data (ωB97M-V/def2-TZVPD) for the ion C20H27N2O2 with charge +1.

```
51
Properties=species:S:1:pos:R:3:forces:R:3
C 1.0462 7.4460 -1.7986 -0.196 0.167 -0.126
O 1.9930 6.6210 -1.1588 0.223 -0.252 0.135
C 1.9075 5.2800 -1.3149 0.115 -0.183 0.092
C 2.9073 4.5285 -0.6918 -0.084 0.267 -0.028
C 2.9137 3.1544 -0.7893 -0.101 0.003 -0.112
C 1.9298 2.4884 -1.5120 0.074 -0.069 -0.062
C 1.9226 0.9887 -1.6278 0.012 0.123 -0.040
N 0.7270 0.4327 -1.0010 -0.042 -0.155 0.074
C 0.6657 0.6989 0.4196 -0.266 0.030 -0.086
C -0.7169 0.3219 0.9392 0.420 0.735 0.168
N -0.9620 -1.1130 0.6838 0.169 -0.155 0.167
C -2.2422 -1.6079 1.2494 -0.488 -0.421 0.372
C -2.3160 -3.1108 1.1861 0.218 0.078 0.077
C -3.4071 -3.7503 0.6187 0.159 0.028 0.077
C -3.4903 -5.1320 0.6054 -0.039 -0.087 -0.003
C -2.4708 -5.8821 1.1616 -0.109 0.099 -0.055
C -1.3667 -5.2641 1.7261 0.282 0.151 0.142
C -1.2814 -3.8801 1.7419 -0.225 -0.034 -0.134
O -0.2171 -3.1717 2.2564 -0.480 0.077 -0.191
C 0.7993 -3.8779 2.9471 0.353 -0.144 0.192
C -0.8407 -1.3886 -0.7637 0.382 -0.266 -0.803
C 0.5465 -0.9800 -1.2485 -0.208 0.107 0.040
C 0.9351 3.2368 -2.1247 0.185 -0.122 0.097
C 0.9146 4.6165 -2.0323 -0.076 0.322 -0.021
H 1.3342 8.4666 -1.5539 -0.065 -0.065 -0.046
H 0.0338 7.2578 -1.4278 0.044 -0.005 -0.021
H 1.0693 7.3146 -2.8845 -0.003 -0.007 0.043
H 3.6719 5.0522 -0.1412 0.099 0.073 0.076
H 3.7007 2.5921 -0.3074 0.095 -0.067 0.056
H 1.8941 0.7032 -2.6823 0.063 -0.086 0.043
H 2.8388 0.5703 -1.1815 0.000 0.006 -0.065
H 0.8341 1.7656 0.5771 -0.048 -0.082 0.131
H 1.4392 0.1414 0.9826 0.003 0.044 -0.005
H -0.7903 0.5159 2.0102 -0.071 -0.151 -0.031
H -1.4766 0.9019 0.4122 -0.036 -0.123 0.040
H -0.2348 -1.6643 1.1774 -0.146 0.144 -0.109
H -3.0725 -1.1578 0.7024 0.138 0.057 0.004
H -2.2905 -1.2834 2.2933 0.102 0.129 -0.136
H -4.2041 -3.1584 0.1953 -0.101 0.090 -0.068
H -4.3468 -5.6165 0.1665 -0.095 -0.057 -0.046
H -2.5268 -6.9589 1.1598 -0.001 -0.113 -0.003
H -0.5836 -5.8690 2.1521 0.105 -0.049 0.049
H 1.4743 -3.1169 3.3349 -0.018 -0.101 -0.015
H 0.3856 -4.4498 3.7792 -0.029 0.023 -0.038
H 1.3468 -4.5431 2.2749 -0.049 0.028 0.023
H -1.0218 -2.4501 -0.9409 -0.024 0.080 0.131
H -1.5964 -0.7995 -1.2869 -0.029 -0.031 0.131
H 0.6157 -1.1645 -2.3217 -0.024 -0.084 0.055
H 1.3143 -1.5997 -0.7459 -0.018 0.003 -0.050
H 0.1650 2.7307 -2.6876 -0.113 -0.044 -0.082
H 0.1294 5.1643 -2.5281 -0.057 0.087 -0.040
```
Positions in Å, forces in eV/Å.

Results
Charge: +1
HOMO energy, hartree: -0.38923
Energy relative to the best compared isomer or geometry (same formula, charge and spin), kcal/mol: 0.0
Structure (SMILES): COc1ccc(CN2CC[NH+](Cc3ccccc3OC)CC2)cc1
Gap between HOMO and LUMO, eV: 8.474

Entry 8:
Density functional theory data (ωB97M-V/def2-TZVPD) for a cluster of 2 separate species, C14H16BFNO5 in total.

```
38
Properties=species:S:1:pos:R:3:forces:R:3
C -1.7192 4.3685 -0.9719 -0.119 -0.034 -0.178
B -2.6699 3.3045 -1.6242 0.172 0.164 0.110
O -3.8380 3.7336 -2.1528 0.009 -0.069 0.035
C -2.2128 1.7832 -1.6732 -0.301 0.013 -0.116
C -0.8624 1.4707 -1.8349 0.169 -0.172 0.188
C -0.3724 0.1622 -1.8465 0.044 0.094 -0.099
C 1.1109 -0.1059 -1.9955 -0.349 0.213 0.070
C 1.7228 -0.3844 -0.6478 0.193 -0.132 0.193
O 2.1736 -1.3974 -0.2475 -0.205 0.367 -0.144
F 1.6754 0.7401 0.1191 0.035 -0.302 -0.130
C -1.2467 -0.9080 -1.6924 -0.059 -0.056 -0.096
C -2.5836 -0.6197 -1.5446 0.076 0.176 0.156
C -3.0571 0.6846 -1.5419 0.137 0.041 -0.039
C -4.5358 0.6142 -1.3856 0.220 -0.502 0.192
O -5.3766 1.4443 -1.6131 -0.240 0.343 -0.017
N -4.8137 -0.7054 -0.9959 -0.207 0.133 -0.700
C -3.7327 -1.5395 -1.3495 -0.045 0.099 0.060
O -3.7942 -2.7236 -1.5112 -0.018 -0.249 0.126
H -2.2346 5.3133 -0.8138 0.011 0.073 -0.021
H -0.8771 4.5503 -1.6453 0.120 0.079 0.055
H -1.3071 4.0244 -0.0242 0.092 -0.033 0.033
H -4.4307 3.0144 -2.4107 -0.147 -0.056 0.066
H -0.1478 2.2790 -1.9236 0.047 0.025 -0.008
H 1.5852 0.7778 -2.4175 0.146 -0.042 -0.065
H 1.2718 -0.9691 -2.6334 0.137 -0.030 -0.018
H -0.8978 -1.9317 -1.6943 0.048 -0.051 0.037
H -5.7500 -1.0385 -1.1834 -0.015 -0.092 0.226
C 4.7210 -3.3831 4.1712 -0.241 -0.234 -0.034
C 4.1519 -1.9446 4.0783 0.551 0.167 -0.090
C 3.8772 -1.6483 2.5853 -0.227 -0.169 -0.034
O 4.9812 -1.0428 4.6380 -0.287 -0.088 0.020
H 5.6812 -3.4272 3.6487 0.049 0.054 0.016
H 4.8856 -3.6457 5.2189 0.049 0.059 0.013
H 4.0496 -4.1395 3.7306 0.031 0.053 0.015
H 3.1294 -2.0077 4.5537 -0.010 0.060 0.069
H 4.8198 -1.6631 2.0288 0.058 0.042 0.039
H 3.4274 -0.6588 2.4739 0.056 0.042 0.052
H 3.1961 -2.3807 2.1283 0.019 0.014 0.016
```
Positions in Å, forces in eV/Å.

Results
Charge: -1
HOMO energy, hartree: -0.07659
Gap between HOMO and LUMO, eV: 2.848

> Look up the charge of the sixth one.

0